Record 1
Molecular formula: C8H18N5O2W
Method: DFT, ωB97M-V with the def2-TZVPD basis set

Positions of all 34 atoms, in Å:
1 W -0.220 0.014 -0.283
2 N 2.081 0.221 -0.220
3 C 2.753 0.980 -1.321
4 C 2.474 2.505 -1.330
5 C 1.432 2.965 -2.236
6 O 0.709 3.417 -2.947
7 O -0.303 1.516 -1.039
8 H 2.387 0.639 0.661
9 H 2.547 -0.690 -0.234
10 H 2.486 0.541 -2.280
11 H 3.832 0.885 -1.203
12 H 3.363 3.036 -1.704
13 H 2.246 2.937 -0.349
14 N -2.390 -0.462 -0.223
15 C -2.810 -1.342 -1.361
16 C -1.764 -2.421 -1.501
17 N -0.418 -1.741 -1.606
18 H -2.689 -0.901 0.649
19 H -2.922 0.409 -0.267
20 H -2.881 -0.728 -2.259
21 H -3.786 -1.790 -1.176
22 H -1.944 -3.051 -2.370
23 H -1.747 -3.063 -0.618
24 H -0.333 -1.387 -2.563
25 H 0.308 -2.457 -1.552
26 N 0.695 -0.543 2.727
27 C 0.332 -0.269 3.987
28 C -0.865 0.422 3.949
29 C -1.197 0.482 2.609
30 N -0.259 -0.118 1.839
31 H 1.413 -1.200 2.464
32 H 0.933 -0.585 4.827
33 H -1.416 0.820 4.784
34 H -2.046 0.962 2.148

Properties
Frontier orbital gap   0.295 hartree
Lowest unoccupied orbital energy   -10.345 eV
Energy above the lowest of the compared OMol25 structures with the same formula, charge and spin   0.036 eV
Net charge   +3
Highest occupied orbital energy   -0.6750 Ha

Record 2
Molecular formula: C33H52B2GeN6O7Pb
Method: DFT, ωB97M-V with the def2-TZVPD basis set

Positions of all 102 atoms, in Å:
1 Pb -1.735 -1.010 -1.114
2 C -1.147 -3.773 -4.653
3 C -0.531 -3.415 -3.302
4 C 0.983 -3.803 -3.258
5 C -1.228 -4.165 -2.101
6 O -0.659 -2.018 -2.990
7 Ge 0.202 -0.473 -3.911
8 O -1.094 0.572 -2.694
9 C -1.478 1.993 -2.782
10 C -1.455 2.417 -4.251
11 C -0.446 2.761 -1.964
12 C -2.891 2.130 -2.255
13 O 1.709 -0.481 -2.967
14 C 3.076 -0.083 -3.392
15 C 4.004 -0.875 -2.482
16 C 3.202 1.434 -3.188
17 C 3.290 -0.500 -4.820
18 H -0.957 -4.834 -4.858
19 H -0.635 -3.264 -5.467
20 H -2.198 -3.581 -4.711
21 H 1.027 -4.896 -3.280
22 H 1.444 -3.397 -2.371
23 H 1.454 -3.410 -4.134
24 H -1.143 -5.236 -2.343
25 H -2.269 -3.928 -1.991
26 H -0.666 -3.908 -1.180
27 H -0.488 2.331 -4.652
28 H -1.808 3.397 -4.395
29 H -2.138 1.791 -4.809
30 H 0.527 2.763 -2.468
31 H -0.305 2.278 -0.991
32 H -0.794 3.772 -1.807
33 H -3.551 1.479 -2.836
34 H -3.241 3.151 -2.357
35 H -2.992 1.868 -1.235
36 H 3.756 -0.670 -1.449
37 H 5.024 -0.606 -2.718
38 H 3.842 -1.945 -2.669
39 H 2.929 1.656 -2.174
40 H 2.506 1.941 -3.863
41 H 4.249 1.704 -3.369
42 H 3.050 -1.522 -4.994
43 H 4.355 -0.399 -5.061
44 H 2.723 0.118 -5.497
45 C -3.856 2.149 2.213
46 C -2.767 1.632 1.451
47 N -3.073 0.440 0.884
48 N -4.390 0.196 1.167
49 C -4.856 1.207 2.013
50 B -4.994 -1.155 0.715
51 N -4.144 -2.312 1.295
52 C -4.176 -2.811 2.597
53 C -3.259 -3.822 2.749
54 C -2.688 -3.944 1.422
55 N -3.245 -3.066 0.587
56 N -5.097 -1.251 -0.806
57 C -6.249 -1.166 -1.526
58 C -5.961 -1.291 -2.875
59 C -4.531 -1.445 -2.911
60 N -4.034 -1.335 -1.694
61 H -3.956 3.126 2.696
62 H -1.755 2.044 1.448
63 H -5.867 1.298 2.337
64 H -6.037 -1.246 1.241
65 H -4.802 -2.241 3.290
66 H -3.070 -4.409 3.685
67 H -1.906 -4.630 1.121
68 H -7.232 -1.121 -1.033
69 H -6.633 -1.266 -3.798
70 H -3.883 -1.609 -3.781
71 C 3.485 2.941 7.066
72 C 3.524 3.740 5.754
73 C 4.971 4.181 5.447
74 C 2.700 5.022 5.960
75 C 3.027 2.926 4.555
76 C 3.062 3.547 3.270
77 C 2.667 2.857 2.092
78 C 2.214 1.554 2.180
79 O 1.812 0.665 1.213
80 B 1.633 -0.587 1.882
81 O 1.771 -0.372 3.277
82 C 2.127 0.965 3.460
83 C 2.553 1.591 4.637
84 H 3.852 3.542 7.884
85 H 4.080 2.047 7.023
86 H 2.471 2.658 7.349
87 H 5.394 4.722 6.288
88 H 5.022 4.841 4.562
89 H 5.595 3.270 5.276
90 H 2.978 5.464 6.908
91 H 1.645 4.845 5.952
92 H 2.914 5.755 5.188
93 H 3.452 4.561 3.274
94 H 2.687 3.434 1.137
95 H 2.435 1.066 5.596
96 C 2.785 -4.109 1.293
97 O 2.593 -2.805 1.901
98 C 1.755 -2.026 1.225
99 O 1.195 -2.421 0.175
100 H 2.898 -3.986 0.196
101 H 1.947 -4.746 1.587
102 H 3.713 -4.478 1.709

Properties
Frontier orbital gap (alpha / beta)   0.303 / 0.161 hartree
Lowest unoccupied orbital energy (alpha / beta)   -2.351 / -6.229 eV
Multiplicity   2
Energy above the lowest of the compared OMol25 structures with the same formula, charge and spin   0.000 eV
Net charge   +1
Highest occupied orbital energy (alpha / beta)   -0.3898 / -0.3898 Ha

Record 3
Molecular formula: C4H11NO3
Method: DFT, ωB97M-V with the def2-TZVPD basis set

Positions of all 19 atoms, in Å:
1 C -1.208 0.112 0.552
2 C 0.962 -0.135 -0.886
3 C 1.926 -0.603 0.169
4 C -0.360 -0.685 -0.940
5 N -1.411 1.523 0.451
6 O -2.446 -0.556 0.492
7 O -0.604 -0.161 1.805
8 O 1.041 1.192 -1.214
9 H -3.123 0.060 0.811
10 H -0.878 -1.048 2.069
11 H 1.939 1.514 -1.074
12 H -0.899 1.926 -0.323
13 H -1.147 1.993 1.308
14 H 1.653 -0.159 1.127
15 H 1.888 -1.686 0.253
16 H 2.944 -0.303 -0.085
17 H -0.994 -0.317 -1.737
18 H -0.442 -1.736 -0.700
19 H 1.159 -0.934 -2.077

Properties
Frontier orbital gap   0.322 hartree
Lowest unoccupied orbital energy   0.714 eV
Energy above the lowest of the compared OMol25 structures with the same formula, charge and spin   3.418 eV
Highest occupied orbital energy   -0.2961 Ha

Record 4
Molecular formula: C5H13N
Method: DFT, ωB97M-V with the def2-TZVPD basis set

Positions of all 19 atoms, in Å:
1 C 0.430 -2.021 -1.479
2 C 0.968 -1.419 -0.181
3 C -0.141 -0.971 0.787
4 C -0.788 0.355 0.396
5 N 0.181 1.451 0.384
6 C -0.373 2.778 0.599
7 H -0.198 -1.300 -2.010
8 H -0.200 -2.864 -1.216
9 H 1.244 -2.418 -2.077
10 H 1.585 -2.148 0.332
11 H 1.597 -0.537 -0.341
12 H -0.920 -1.739 0.851
13 H 0.340 -0.800 1.745
14 H -1.339 0.244 -0.543
15 H -1.521 0.587 1.167
16 H 0.692 1.407 -0.487
17 H -1.310 2.679 1.132
18 H 0.288 3.348 1.251
19 H -0.535 3.367 -0.309

Properties
SMILES   CCCCNC
Frontier orbital gap   0.363 hartree
Lowest unoccupied orbital energy   1.195 eV
Energy above the lowest of the compared OMol25 structures with the same formula, charge and spin   0.651 eV
Highest occupied orbital energy   -0.3190 Ha

> Among the records above, which one has the highest energy above the lowest of the compared OMol25 structures with the same formula, charge and spin?

C4H11NO3